ORCA calculation (ωB97M-V with the def2-TZVPD basis set) on a structure of composition C5H3F in a non-equilibrium geometry.

Summary:
Multiplicity: 1
ΔE to the lowest compared entry with this formula, charge and spin in kcal per mole: 101.1

Element x y z (Å)
1 C 1.93813 -0.63116 0.10313
2 C 2.98102 -0.04663 -0.00166
3 C -0.09667 0.49386 -0.07545
4 C 0.51570 -0.83340 -0.30010
5 C 0.87871 0.37280 -1.15353
6 F 4.19585 0.20841 0.14035
7 H -1.19242 0.48761 -0.30378
8 H -0.01840 0.96592 0.85010
9 H 0.13334 -1.75754 -0.30081

---

ORCA calculation (ωB97M-V with the def2-TZVPD basis set) on a cluster of 11 separate species, C26H49Cl21N2P in total in a non-equilibrium geometry.

Summary:
Energy in eV: -302984.516
Total charge: +1
Multiplicity: 1

Element x y z (Å)
1 C -1.07443 -4.04823 -4.34827
2 P -1.79766 -2.32717 -4.90554
3 C -0.81587 -1.06830 -3.82207
4 N -3.56467 -2.29499 -4.47492
5 N -4.10589 -3.45113 -4.01534
6 C -5.54592 -3.45053 -3.69432
7 C -6.68096 -2.27329 -3.73613
8 C -5.99548 -0.85147 -4.30394
9 C -4.41791 -1.08942 -4.63687
10 Cl -3.52753 0.42186 -5.34603
11 H -0.04953 -3.83601 -3.77468
12 H -1.76630 -4.58342 -3.55068
13 H -0.79097 -4.72429 -5.26280
14 H -1.47181 -0.77176 -2.89193
15 H 0.26699 -1.46356 -3.52330
16 H -0.71377 -0.09074 -4.49875
17 H -5.96955 -4.50936 -3.33313
18 H -7.80941 -2.36770 -3.43163
19 H -6.61635 0.13540 -4.45389
20 Cl -2.27851 -0.88270 -0.69094
21 C -2.07849 0.54123 0.36034
22 C -2.05591 1.84012 -0.43038
23 Cl -0.58627 1.99638 -1.42460
24 H -1.16150 0.40740 0.94243
25 H -2.92442 0.54319 1.05412
26 H -2.06656 2.69285 0.25508
27 H -2.92362 1.92429 -1.09174
28 Cl 2.02709 -6.44178 -3.63530
29 C 1.80515 -7.99671 -4.47536
30 C 0.90978 -7.86628 -5.69772
31 Cl -0.78174 -7.52221 -5.25830
32 H 1.40331 -8.71692 -3.75604
33 H 2.79985 -8.33724 -4.77796
34 H 0.90644 -8.80603 -6.25804
35 H 1.25483 -7.07228 -6.36697
36 Cl -2.98605 5.46501 0.09212
37 C -1.79180 6.46193 0.95970
38 C -0.36551 6.14929 0.53448
39 Cl 0.15539 4.53137 1.06712
40 H -1.93580 6.30671 2.03338
41 H -2.02691 7.50598 0.73251
42 H 0.32350 6.86867 0.98712
43 H -0.24812 6.20301 -0.55213
44 Cl -1.10599 4.55774 -4.34321
45 C -2.72049 3.82060 -4.19230
46 C -3.82889 4.77594 -4.60660
47 Cl -4.01234 6.12913 -3.46295
48 H -2.84436 3.48303 -3.15871
49 H -2.72755 2.93957 -4.84091
50 H -4.78662 4.24734 -4.62784
51 H -3.64906 5.19444 -5.60154
52 Cl -1.85782 2.17627 3.96593
53 C -1.27922 0.71589 4.80573
54 C -0.22502 -0.02914 4.00171
55 Cl -0.90359 -0.77910 2.53547
56 H -2.14518 0.08216 5.02048
57 H -0.85506 1.04637 5.75853
58 H 0.19880 -0.83828 4.60402
59 H 0.59179 0.63246 3.69759
60 Cl 6.12149 -7.42107 -4.75049
61 C 6.32151 -5.99714 -3.69921
62 C 6.34409 -4.69825 -4.48993
63 Cl 7.81373 -4.54199 -5.48414
64 H 7.23850 -6.13098 -3.11711
65 H 5.47558 -5.99519 -3.00542
66 H 6.33344 -3.84553 -3.80447
67 H 5.47638 -4.61408 -5.15128
68 Cl 2.04218 3.48298 5.32576
69 C 2.62078 2.02259 6.16556
70 C 3.67498 1.27756 5.36153
71 Cl 2.99641 0.52760 3.89530
72 H 1.75482 1.38886 6.38031
73 H 3.04494 2.35307 7.11835
74 H 4.09880 0.46842 5.96384
75 H 4.49179 1.93917 5.05742
76 Cl -0.81029 7.68386 5.95673
77 C -0.89056 5.90444 5.95864
78 C -1.43821 5.35577 7.26704
79 Cl -0.31124 5.60353 8.62397
80 H 0.11177 5.51911 5.74777
81 H -1.54641 5.61678 5.13156
82 H -1.59684 4.27669 7.18023
83 H -2.39351 5.82007 7.53015
84 Cl 1.58971 11.94892 7.99528
85 C 1.50944 10.16950 7.99719
86 C 0.96179 9.62083 9.30559
87 Cl 2.08876 9.86859 10.66252
88 H 2.51177 9.78417 7.78633
89 H 0.85359 9.88184 7.17011
90 H 0.80316 8.54175 9.21878
91 H 0.00649 10.08513 9.56870
92 Cl 4.72709 -9.49717 -1.23468
93 C 4.50515 -11.05210 -2.07474
94 C 3.60978 -10.92167 -3.29710
95 Cl 1.91826 -10.57760 -2.85768
96 H 4.10331 -11.77231 -1.35542
97 H 5.49985 -11.39263 -2.37734
98 H 3.60644 -11.86142 -3.85743
99 H 3.95483 -10.12767 -3.96636

---

ORCA calculation (ωB97M-V with the def2-TZVPD basis set) on an isolated molecule of C6H11NO in a non-equilibrium geometry.

Summary:
Multiplicity: 1
ΔE to the lowest compared entry with this formula, charge and spin in kcal per mole: 148.6

Element x y z (Å)
1 N -1.62922 -0.27966 2.50790
2 C -0.53968 -0.61803 1.56471
3 C -0.53516 -0.89943 -0.09561
4 C -0.88665 -0.02127 -1.31022
5 C 0.45555 0.60644 -1.98538
6 C 1.68197 0.10167 -1.26852
7 O 1.45920 0.66729 0.18951
8 C 0.20571 0.33720 0.62505
9 H -2.11888 0.48030 2.03697
10 H -2.19413 -1.03154 2.83696
11 H 0.04913 -1.37993 1.92535
12 H -0.05754 -1.83267 -0.59367
13 H -1.62472 0.82544 -1.05947
14 H -1.55521 -0.72576 -1.98429
15 H 0.38813 0.59067 -3.12452
16 H 0.57718 1.54250 -1.47546
17 H 2.54361 0.77931 -1.54005
18 H 1.86675 -0.83291 -1.64404
19 H -0.43377 1.16457 0.37076

---

ORCA calculation (ωB97M-V with the def2-TZVPD basis set) on a structure of composition C15H14IrN3O7.

Summary:
Expectation value of S²: 6.058
Total charge: +2
Multiplicity: 5
ΔE to the lowest compared entry with this formula, charge and spin in kcal per mole: 6.5

Element x y z (Å)
1 Ir 0.14379 1.59248 -0.21107
2 C 0.61820 4.66400 0.43085
3 C 0.56787 3.30515 1.08447
4 C -0.65928 2.78119 1.58481
5 C -0.70877 1.54673 2.26838
6 C -1.99844 1.02613 2.82460
7 C 0.48444 0.81554 2.39534
8 C 1.71412 1.26947 1.88485
9 C 2.94897 0.43512 2.01848
10 C 1.73908 2.51002 1.21537
11 H 0.45763 4.61242 -0.64960
12 H 1.59185 5.12247 0.59308
13 H -0.15380 5.30919 0.84571
14 H -1.56279 3.36992 1.48111
15 H -2.51943 0.41419 2.08585
16 H -2.65971 1.84279 3.10687
17 H -1.81202 0.40134 3.69611
18 H 0.45151 -0.15275 2.88166
19 H 3.84908 1.02120 1.84953
20 H 2.93266 -0.38696 1.29965
21 H 2.99475 -0.01040 3.01191
22 H 2.67716 2.88824 0.82784
23 O -1.91137 -4.15726 -4.82237
24 N -1.40489 -4.52910 -3.79283
25 O -1.19608 -5.65723 -3.43050
26 C -0.98092 -3.45570 -2.85915
27 C -0.42700 -3.81659 -1.63444
28 C -0.06815 -2.81625 -0.77986
29 C -0.18819 -1.40594 -1.12350
30 O 0.22041 -0.53722 -0.33173
31 C -0.77956 -1.13059 -2.42892
32 C -1.17197 -2.11923 -3.26983
33 N -0.96881 0.25509 -2.90531
34 O -0.45809 1.20758 -2.26226
35 O -1.57424 0.43120 -3.90567
36 N 0.45777 -3.19551 0.55550
37 O 1.04002 -4.24315 0.60775
38 O 0.22259 -2.43430 1.46732
39 H -0.29919 -4.85965 -1.37013
40 H -1.60922 -1.91363 -4.23989

---

ORCA calculation (ωB97M-V with the def2-TZVPD basis set) on a cluster of 7 separate species, C43H104F2N7O10S2 in total in a non-equilibrium geometry.

Summary:
Energy in eV: -104234.011
Total charge: +5
Multiplicity: 1

Element x y z (Å)
1 N 14.59725 15.24863 17.44779
2 S 14.98157 14.57907 16.17659
3 O 14.44221 13.28653 15.83407
4 O 16.29589 14.97433 15.60147
5 F 14.13385 15.59535 15.23191
6 S 15.72897 14.41811 18.46084
7 O 16.66151 15.22566 19.20721
8 O 16.15189 13.08629 18.08322
9 F 14.75632 14.03453 19.64145
10 C 19.47071 13.09268 15.96703
11 C 19.49033 12.72505 17.43458
12 C 18.70904 11.37698 17.58994
13 N 18.89156 10.61384 18.94457
14 C 18.17622 11.23626 20.14067
15 C 20.33314 10.29800 19.35231
16 C 20.72616 9.30041 18.30276
17 C 19.58558 8.32392 18.20814
18 C 18.41179 9.15392 18.71620
19 H 18.48076 13.50218 15.76602
20 H 19.57390 12.23050 15.30816
21 H 20.35271 13.70819 15.79007
22 H 19.26228 13.57178 18.08200
23 H 20.53194 12.52854 17.68862
24 H 19.00487 10.74710 16.75100
25 H 17.64243 11.39208 17.36584
26 H 17.12066 10.99033 20.25644
27 H 18.40280 12.29539 20.01816
28 H 18.66294 10.82109 21.02318
29 H 20.48412 9.71337 20.25978
30 H 20.95450 11.18922 19.44028
31 H 21.65886 8.85085 18.64343
32 H 20.99521 9.86599 17.41066
33 H 19.68680 7.47727 18.88713
34 H 19.34797 7.99146 17.19764
35 H 18.10610 8.71669 19.66672
36 H 17.56431 9.09426 18.03333
37 C 19.15584 17.02161 25.94971
38 C 17.99926 16.39808 25.11949
39 C 18.20749 14.82417 24.82354
40 N 17.04157 14.32512 23.86814
41 C 17.05369 15.13042 22.48303
42 C 15.66328 14.26250 24.51848
43 C 14.96702 13.21483 23.62927
44 C 15.94329 12.31811 22.93871
45 C 17.27296 12.87037 23.40177
46 H 20.06335 16.93210 25.35262
47 H 19.21995 16.50789 26.90892
48 H 19.12619 18.10233 26.08851
49 H 17.74443 16.91547 24.19457
50 H 17.12788 16.64872 25.72445
51 H 18.23125 14.11507 25.65100
52 H 19.14281 14.73500 24.27098
53 H 16.46337 14.65191 21.70158
54 H 18.02714 15.09742 21.99376
55 H 16.70853 16.16312 22.43310
56 H 15.30481 15.28573 24.40629
57 H 15.89783 13.98726 25.54675
58 H 14.20924 13.62285 22.96040
59 H 14.55029 12.52706 24.36507
60 H 15.83622 12.34054 21.85421
61 H 15.80293 11.26555 23.18472
62 H 18.14209 12.76817 22.75196
63 H 17.51656 12.27132 24.27921
64 C 13.58704 11.18186 20.16164
65 O 12.83104 12.24697 19.60484
66 C 12.40864 12.02498 18.29895
67 C 11.51482 13.11460 17.73802
68 N 11.92908 14.54891 18.17861
69 H 11.97103 14.75792 19.16585
70 H 12.86854 14.77864 17.88750
71 C 11.00789 15.62246 17.46330
72 C 9.88823 16.03990 18.43023
73 O 9.04558 14.85365 18.66472
74 C 7.88822 15.17816 19.41843
75 H 13.05195 10.23227 20.15448
76 H 13.71124 11.39641 21.22307
77 H 14.54557 11.12355 19.64597
78 H 11.78866 11.12849 18.29499
79 H 13.28514 11.88607 17.66606
80 H 10.51143 12.97982 18.14193
81 H 11.44091 13.03312 16.65359
82 H 10.68356 15.24416 16.49387
83 H 11.74892 16.40531 17.30168
84 H 9.30321 16.91599 18.15038
85 H 10.26031 16.23613 19.43580
86 H 8.07212 15.63350 20.39154
87 H 7.27335 14.29938 19.61284
88 H 7.21962 15.87726 18.91611
89 C 16.96551 10.75883 13.81000
90 O 15.92654 10.46981 14.78021
91 C 15.37604 9.14512 14.53913
92 C 13.93859 9.21649 15.11388
93 N 13.12275 10.44427 14.56946
94 H 12.20703 10.50424 14.99132
95 H 13.60905 11.26307 14.90585
96 C 13.01383 10.59900 13.03273
97 C 12.02854 11.82247 12.93390
98 O 12.31902 12.95117 13.85697
99 C 11.40046 14.01759 13.82476
100 H 17.68926 9.94818 13.72549
101 H 17.44703 11.69888 14.07933
102 H 16.53020 10.93974 12.82721
103 H 15.97020 8.42658 15.10373
104 H 15.27578 8.87010 13.48917
105 H 14.13484 9.48583 16.15169
106 H 13.36399 8.29087 15.07971
107 H 12.52654 9.71975 12.61136
108 H 13.99133 10.73925 12.57129
109 H 11.01822 11.46549 13.13371
110 H 12.03375 12.18425 11.90570
111 H 11.83593 14.69123 14.56279
112 H 10.36199 13.79195 14.06717
113 H 11.44355 14.42458 12.81451
114 C 14.09128 21.73525 19.91373
115 O 14.57409 20.71311 19.06676
116 C 15.32432 19.67966 19.73595
117 C 15.67958 18.45984 19.00154
118 N 14.54181 17.98368 18.11070
119 H 14.63378 16.98951 17.95819
120 H 13.74890 18.06235 18.73136
121 C 14.19382 18.80209 16.84720
122 C 15.30072 18.73616 15.76428
123 O 16.38251 19.53321 16.25114
124 C 17.44441 19.61811 15.34117
125 H 14.95118 22.27678 20.30795
126 H 13.58013 21.28070 20.76238
127 H 13.46296 22.43181 19.35863
128 H 14.94434 19.33828 20.69885
129 H 16.21364 20.25220 19.99942
130 H 15.77799 17.62520 19.69565
131 H 16.62249 18.68926 18.50517
132 H 13.99445 19.84747 17.08284
133 H 13.30025 18.41457 16.35783
134 H 14.85698 19.25205 14.91278
135 H 15.53272 17.69157 15.55664
136 H 18.33052 20.13216 15.71356
137 H 17.16722 20.14868 14.43025
138 H 17.85017 18.65912 15.01899
139 C 19.54943 13.81915 11.99576
140 C 18.04465 14.30131 12.31302
141 C 17.21267 14.52153 11.08342
142 N 15.80273 15.13540 11.28695
143 C 15.92250 16.55583 11.96760
144 C 14.56206 17.37073 11.87035
145 C 13.93925 17.32182 10.44953
146 C 13.72791 15.91277 9.94997
147 C 15.13203 15.18767 9.89732
148 C 14.96863 14.26822 12.22175
149 H 19.56422 12.79783 11.61527
150 H 20.07299 14.08887 12.91294
151 H 20.03333 14.40349 11.21314
152 H 18.06853 15.26552 12.82080
153 H 17.50411 13.68817 13.03412
154 H 17.00697 13.55936 10.61435
155 H 17.82278 15.18278 10.46811
156 H 16.72053 17.01735 11.38600
157 H 16.30924 16.47616 12.98357
158 H 14.85113 18.38468 12.14684
159 H 13.92970 17.07837 12.70865
160 H 14.53917 17.91414 9.75863
161 H 12.99755 17.87069 10.44205
162 H 13.25173 15.89528 8.96964
163 H 13.07345 15.29196 10.56184
164 H 15.79306 15.78747 9.27170
165 H 15.05809 14.17950 9.48961
166 H 14.90958 13.32379 11.68076
167 H 14.00666 14.73497 12.43358
168 H 15.41682 13.99874 13.17810